# 1
{
  "formula": "C16H23B2BrCoF4N6O5",
  "method": "ωB97M-V with the def2-TZVPD basis set",
  "multiplicity": 4,
  "gap_ev": [7.314, 4.242],
  "e_above_lowest_kcal_mol": 13.8,
  "total_energy_ev": -156024.4286,
  "charge": 2,
  "symbols": ["Co", "C", "C", "N", "O", "B", "F", "F", "O", "N", "C", "C", "C", "N", "O", "B", "F", "F", "O", "N", "C", "C", "C", "H", "H", "H", "H", "H", "H", "H", "H", "H", "H", "H", "H", "C", "C", "C", "C", "C", "Br", "N", "C", "H", "H", "H", "H", "H", "H", "C", "C", "N", "O", "H", "H", "H", "H", "H"],
  "coordinates": [[-0.286, 0.060, 0.205], [-3.832, 1.850, -1.041], [-2.608, 1.042, -0.899], [-1.748, 1.187, 0.069], [-1.966, 1.912, 1.147], [-2.786, 1.149, 2.238], [-3.131, 2.018, 3.173], [-3.767, 0.481, 1.590], [-1.822, 0.156, 2.841], [-1.168, -0.626, 1.995], [-0.753, -1.799, 2.349], [-1.109, -2.446, 3.630], [0.075, -2.445, 1.337], [0.438, -1.655, 0.372], [1.130, -2.065, -0.678], [0.195, -2.594, -1.793], [0.934, -3.166, -2.731], [-0.775, -3.338, -1.197], [-0.460, -1.348, -2.363], [-1.050, -0.524, -1.502], [-2.186, 0.023, -1.839], [-2.934, -0.401, -3.033], [0.460, -3.867, 1.433], [-3.752, 2.759, -0.446], [-4.689, 1.288, -0.659], [-4.027, 2.089, -2.084], [-1.688, -1.758, 4.243], [-0.222, -2.769, 4.173], [-1.709, -3.334, 3.433], [-2.631, -1.406, -3.324], [-2.712, 0.258, -3.874], [-4.005, -0.368, -2.856], [-0.453, -4.467, 1.461], [1.014, -4.066, 2.351], [1.051, -4.168, 0.570], [3.324, 0.575, -4.128], [2.739, 1.348, -3.016], [3.090, 2.668, -2.714], [2.456, 3.321, -1.674], [1.480, 2.639, -0.949], [0.596, 3.554, 0.445], [1.134, 1.376, -1.213], [1.751, 0.758, -2.207], [4.076, 1.143, -4.666], [2.542, 0.272, -4.828], [3.754, -0.355, -3.753], [3.845, 3.184, -3.290], [2.704, 4.341, -1.415], [1.464, -0.265, -2.412], [2.965, 0.344, 2.940], [1.610, 0.895, 2.633], [0.965, 1.550, 3.579], [1.130, 0.736, 1.486], [3.136, 0.267, 4.010], [3.732, 0.986, 2.503], [3.067, -0.635, 2.477], [1.374, 1.724, 4.486], [0.034, 1.914, 3.416]]
}

***

# 2
{
  "formula": "C16H23BClF4O3P2",
  "method": "ωB97M-V with the def2-TZVPD basis set",
  "gap_ev": 7.412,
  "total_energy_ev": -65749.4801,
  "charge": -1,
  "symbols": ["C", "C", "P", "C", "C", "C", "C", "C", "C", "C", "C", "C", "C", "C", "O", "C", "O", "C", "C", "P", "O", "Cl", "H", "H", "H", "H", "H", "H", "H", "H", "H", "H", "H", "H", "H", "H", "H", "H", "H", "H", "H", "H", "H", "H", "H", "B", "F", "F", "F", "F"],
  "coordinates": [[-2.190, -1.194, -0.102], [-1.180, -1.390, -1.420], [0.013, 0.101, -1.397], [0.068, 1.039, -3.060], [-1.214, 2.114, -3.068], [1.770, -0.379, -0.772], [2.165, 0.969, 0.116], [1.479, 0.963, 1.628], [2.385, 0.532, 2.934], [1.724, 0.564, 4.449], [0.145, 1.026, 4.724], [-0.745, 1.420, 3.389], [-2.345, 1.868, 3.523], [-0.095, 1.390, 1.866], [1.621, -1.459, 0.236], [1.987, -2.755, -0.423], [2.116, -3.877, 0.296], [2.164, -2.470, -2.038], [2.840, -0.950, -1.875], [4.653, -1.292, -1.379], [5.083, -2.997, -1.628], [4.969, -1.015, 0.732], [-2.513, -0.051, -0.015], [-3.119, -1.918, -0.171], [-1.512, -1.411, 0.854], [-1.889, -1.409, -2.377], [-0.642, -2.425, -1.300], [1.031, 1.730, -3.162], [0.021, 0.293, -3.959], [-2.179, 1.663, -3.566], [-0.949, 3.129, -3.599], [-1.504, 2.389, -1.953], [3.310, 1.210, 0.123], [1.646, 1.876, -0.461], [3.503, 0.194, 2.851], [2.411, 0.284, 5.360], [-0.303, 1.074, 5.811], [-2.539, 2.609, 4.412], [-2.930, 0.859, 3.727], [-2.714, 2.274, 2.478], [-0.808, 1.693, 0.979], [1.147, -2.332, -2.639], [2.720, -3.253, -2.707], [2.821, -0.485, -2.967], [5.189, -3.186, -2.610], [-5.523, 0.597, -0.367], [-6.890, 0.817, -0.809], [-4.619, 0.746, -1.496], [-5.182, 1.570, 0.658], [-5.400, -0.745, 0.178]]
}

***

# 3
{
  "formula": "C16H23BN3O4",
  "method": "ωB97M-V with the def2-TZVPD basis set",
  "gap_ev": 7.539,
  "total_energy_ev": -30288.6904,
  "charge": -1,
  "symbols": ["O", "N", "O", "C", "B", "O", "C", "O", "C", "C", "C", "C", "C", "C", "H", "H", "H", "H", "H", "H", "H", "H", "H", "C", "C", "C", "C", "N", "H", "H", "H", "H", "H", "H", "H", "C", "C", "C", "C", "N", "H", "H", "H", "H", "H", "H", "H"],
  "coordinates": [[1.467, -4.341, 0.274], [0.563, -3.643, 0.730], [-0.190, -3.166, -0.277], [0.289, -1.864, -0.769], [0.249, -0.643, 0.332], [-1.049, -0.451, 1.008], [-2.168, -0.353, 0.058], [-2.547, 0.742, -0.608], [-3.075, -1.743, -0.149], [-3.731, -2.408, 1.202], [-4.596, -3.809, 1.000], [-4.702, -4.427, -0.527], [-4.042, -3.730, -1.877], [-3.188, -2.328, -1.677], [-0.345, -1.526, -1.700], [1.407, -2.006, -1.098], [0.686, 0.354, -0.166], [1.039, -0.922, 1.187], [-3.561, -1.892, 2.246], [-5.088, -4.288, 1.954], [-5.291, -5.426, -0.693], [-4.098, -4.173, -2.963], [-2.649, -1.739, -2.544], [4.307, 0.018, 3.866], [5.354, -0.311, 2.807], [5.214, 0.545, 1.547], [3.851, 0.312, 0.916], [2.721, 0.119, 0.392], [3.292, -0.182, 3.508], [4.463, -0.597, 4.758], [4.367, 1.071, 4.164], [5.273, -1.373, 2.546], [6.352, -0.160, 3.234], [5.995, 0.281, 0.825], [5.322, 1.608, 1.790], [-0.566, 3.185, -1.498], [-1.715, 3.989, -2.098], [-1.236, 5.156, -2.964], [-0.411, 6.116, -2.122], [0.273, 6.912, -1.424], [0.046, 3.795, -0.825], [-0.955, 2.347, -0.911], [0.082, 2.781, -2.283], [-2.348, 4.365, -1.284], [-2.336, 3.322, -2.707], [-2.096, 5.691, -3.381], [-0.626, 4.791, -3.797]]
}

***

# 4
{
  "formula": "C16H23BrN3O2",
  "method": "ωB97M-V with the def2-TZVPD basis set",
  "smiles": "C=CCc1[nH+]ncc(CC(=O)Br)c1CCCCN(C)C(C)=O",
  "gap_ev": 6.480,
  "total_energy_ev": -95552.4789,
  "charge": 1,
  "symbols": ["C", "C", "C", "C", "N", "N", "C", "C", "C", "C", "O", "Br", "C", "C", "C", "C", "C", "N", "C", "C", "C", "O", "H", "H", "H", "H", "H", "H", "H", "H", "H", "H", "H", "H", "H", "H", "H", "H", "H", "H", "H", "H", "H", "H", "H"],
  "coordinates": [[-2.672, -1.313, -1.254], [-2.344, -2.518, -2.076], [-1.313, -3.733, -1.596], [-0.941, -3.493, 0.006], [-1.608, -4.312, 1.013], [-1.506, -4.335, 2.356], [-0.572, -3.295, 2.783], [0.309, -2.258, 1.951], [1.291, -1.183, 2.717], [0.330, 0.113, 3.159], [0.854, 1.368, 3.096], [-1.575, -0.031, 3.752], [0.143, -2.359, 0.340], [0.962, -1.432, -0.726], [0.548, 0.164, -0.713], [1.974, 1.019, -0.702], [1.810, 2.566, -1.227], [0.337, 2.904, -1.220], [-0.091, 3.723, -2.416], [-0.137, 3.477, 0.095], [0.696, 4.467, 1.100], [-1.408, 3.172, 0.473], [-2.985, -1.345, -0.105], [-2.670, -0.222, -1.739], [-2.906, -2.595, -3.126], [-0.371, -3.640, -2.306], [-1.876, -4.756, -1.697], [-2.305, -5.027, 0.639], [-0.453, -3.218, 3.970], [2.077, -0.764, 1.940], [1.848, -1.653, 3.660], [2.107, -1.487, -0.482], [0.806, -1.818, -1.819], [-0.088, 0.343, -1.696], [-0.096, 0.493, 0.207], [2.446, 0.985, 0.368], [2.720, 0.484, -1.457], [2.142, 2.558, -2.374], [2.506, 3.346, -0.701], [-0.643, 2.965, -3.154], [-0.888, 4.535, -2.141], [0.816, 4.154, -3.055], [0.963, 5.510, 0.632], [1.684, 3.872, 1.408], [0.080, 4.568, 2.117]]
}

***

# 5
{
  "formula": "C16H23CaMnN3O10",
  "method": "ωB97M-V with the def2-TZVPD basis set",
  "multiplicity": 6,
  "gap_ev": [7.371, 6.681],
  "total_energy_ev": -91656.1589,
  "charge": 2,
  "symbols": ["Ca", "Mn", "O", "H", "N", "O", "O", "O", "C", "C", "C", "O", "C", "O", "O", "H", "H", "H", "H", "H", "H", "C", "C", "C", "O", "C", "O", "O", "H", "H", "H", "H", "H", "H", "N", "C", "C", "C", "C", "H", "H", "H", "H", "H", "N", "C", "C", "C", "C", "H", "H", "H", "H", "H"],
  "coordinates": [[-10.605, -2.297, 22.869], [-10.880, -2.438, 19.103], [-10.683, -3.301, 20.864], [-11.321, -4.021, 20.938], [-8.692, -0.595, 20.515], [-7.936, 0.310, 20.341], [-8.983, -0.966, 21.694], [-9.282, -1.155, 19.539], [-16.568, -5.994, 21.697], [-15.874, -4.665, 21.492], [-16.154, -3.612, 22.594], [-14.870, -3.129, 22.965], [-13.922, -3.889, 22.437], [-12.740, -3.723, 22.609], [-14.451, -4.856, 21.701], [-16.306, -6.410, 22.672], [-16.200, -6.672, 20.927], [-17.653, -5.912, 21.705], [-16.076, -4.309, 20.482], [-16.687, -4.066, 23.430], [-16.754, -2.754, 22.298], [-13.957, -7.792, 17.589], [-14.033, -6.372, 17.037], [-15.285, -5.540, 17.434], [-14.752, -4.304, 17.908], [-13.444, -4.412, 18.064], [-12.748, -3.573, 18.599], [-12.987, -5.553, 17.592], [-14.240, -7.790, 18.645], [-12.955, -8.210, 17.555], [-14.720, -8.335, 17.033], [-14.037, -6.381, 15.948], [-15.916, -6.043, 18.167], [-15.851, -5.321, 16.532], [-9.730, -4.936, 23.372], [-8.477, -4.352, 23.147], [-8.207, -3.488, 24.173], [-9.272, -3.522, 25.085], [-10.151, -4.443, 24.580], [-10.113, -5.706, 22.839], [-7.967, -4.591, 22.228], [-7.318, -2.881, 24.242], [-9.361, -2.990, 26.019], [-11.018, -4.951, 24.979], [-10.907, -7.957, 22.702], [-9.585, -8.222, 22.457], [-9.252, -7.507, 21.325], [-10.376, -6.761, 20.887], [-11.418, -7.210, 21.680], [-11.486, -8.541, 23.285], [-9.079, -8.905, 23.117], [-8.294, -7.462, 20.829], [-10.478, -6.093, 20.050], [-12.458, -6.919, 21.640]]
}

***

# 6
{
  "formula": "C16H23GaN6O7",
  "method": "ωB97M-V with the def2-TZVPD basis set",
  "gap_ev": 7.754,
  "e_above_lowest_kcal_mol": 53.3,
  "total_energy_ev": -92597.1541,
  "charge": 2,
  "symbols": ["Ga", "O", "C", "C", "C", "N", "C", "C", "C", "O", "O", "C", "O", "O", "H", "H", "H", "O", "N", "C", "C", "C", "C", "N", "C", "N", "N", "N", "H", "H", "H", "H", "H", "H", "H", "H", "H", "H", "C", "C", "O", "C", "C", "H", "H", "H", "H", "H", "H", "H", "H", "H", "H"],
  "coordinates": [[1.271, 2.002, -0.531], [-4.158, 4.180, 0.358], [-2.969, 3.627, 0.190], [-2.489, 2.581, 1.010], [-1.230, 2.111, 0.744], [-0.522, 2.638, -0.245], [-0.954, 3.590, -1.064], [-2.198, 4.130, -0.880], [0.093, 3.895, -2.131], [-0.090, 4.691, -2.995], [1.223, 3.174, -1.970], [-0.460, 0.945, 1.343], [-0.982, 0.095, 2.014], [0.815, 0.900, 0.951], [-4.644, 3.817, 1.111], [-3.086, 2.165, 1.811], [-2.586, 4.909, -1.521], [1.985, -1.678, -0.644], [1.125, -0.970, -0.925], [-3.346, -4.765, -0.495], [-2.886, -4.588, 0.949], [-1.584, -5.336, 1.226], [-2.827, -3.113, 1.341], [-1.873, -2.344, 0.505], [-0.565, -2.430, 0.420], [-0.226, -1.506, -0.477], [-1.313, -0.846, -0.897], [-2.313, -1.358, -0.317], [-3.465, -5.823, -0.725], [-2.611, -4.368, -1.202], [-4.301, -4.273, -0.681], [-3.658, -4.993, 1.610], [-0.837, -5.151, 0.447], [-1.764, -6.410, 1.215], [-1.161, -5.088, 2.202], [-2.521, -2.960, 2.375], [-3.783, -2.621, 1.173], [0.092, -3.088, 0.966], [4.773, 0.588, -2.091], [3.795, 1.726, -1.938], [3.156, 1.713, -0.589], [4.097, 2.122, 0.482], [3.441, 2.069, 1.832], [4.983, 0.465, -3.154], [4.353, -0.349, -1.724], [5.722, 0.774, -1.594], [2.972, 1.663, -2.646], [4.256, 2.707, -2.047], [4.420, 3.131, 0.224], [4.941, 1.441, 0.412], [2.638, 2.806, 1.934], [4.197, 2.321, 2.575], [3.054, 1.079, 2.064]]
}